1.
ORCA calculation (the ωB97M-V functional and the def2-TZVPD basis) on 5 unconnected molecules or ions with the total composition C12H30BF3N10O10.

Properties
lowest unoccupied orbital energy = 0.088 eV
SMILES = CC(=O)OC[C@@](N)(C[C@H](O)C(F)(F)F)OC(=O)B(N)O.NC(N)=O.NC(N)=O.NC(N)=O.NC(N)=O

Last column: Löwdin charge in e.
Geometry (Å):
C1 -1.26 0.67 1.49  0.02
C2 -0.57 1.05 0.20  -0.49
O1 -0.95 1.88 -0.56  0.13
O2 0.52 0.27 -0.13  -0.01
C3 1.49 -0.07 0.84  -0.11
C4 2.80 0.71 0.74  -0.45
N1 3.76 0.05 1.64  0.12
C5 3.47 0.69 -0.65  -0.03
C6 2.89 1.49 -1.84  -0.23
O3 1.81 2.32 -1.49  0.02
C7 2.47 0.56 -2.97  -0.58
F1 1.85 1.23 -3.95  0.14
F2 3.56 -0.03 -3.50  0.15
F3 1.64 -0.42 -2.59  0.14
O4 2.48 2.02 1.24  0.05
C8 3.31 3.07 1.06  -0.36
O5 4.49 2.95 0.88  0.13
B1 2.57 4.49 1.19  -0.52
N2 2.40 5.37 0.10  0.21
O6 2.11 4.89 2.42  0.16
H1 -2.17 1.27 1.56  0.10
H2 -1.51 -0.38 1.54  0.07
H3 -0.63 0.94 2.34  0.06
H4 1.12 0.06 1.86  0.12
H5 1.73 -1.13 0.72  0.15
H6 3.94 0.64 2.44  0.09
H7 3.40 -0.83 1.98  0.08
H8 3.48 -0.37 -0.91  0.13
H9 4.50 0.97 -0.50  0.12
H10 3.70 2.08 -2.28  0.17
H11 1.88 3.16 -1.95  0.11
H12 1.46 5.75 0.00  0.10
H13 2.73 5.03 -0.79  0.07
H14 2.24 4.23 3.11  0.09
C9 -1.82 -0.47 -5.22  -0.69
O7 -2.38 -0.15 -6.26  0.02
N3 -0.64 0.08 -4.81  0.16
N4 -2.35 -1.41 -4.37  0.15
H15 -0.19 -0.17 -3.95  0.07
H16 -0.23 0.78 -5.40  0.10
H17 -3.22 -1.83 -4.64  0.09
H18 -1.92 -1.68 -3.51  0.09
C10 -0.63 1.73 5.39  -0.66
O8 -0.11 0.84 4.73  0.00
N5 -1.33 1.48 6.53  0.16
N6 -0.54 3.04 5.02  0.17
H19 -1.77 2.20 7.07  0.10
H20 -1.42 0.53 6.82  0.10
H21 -0.05 3.24 4.17  0.10
H22 -0.96 3.79 5.53  0.10
C11 -1.90 -2.76 3.52  -0.68
O9 -2.52 -2.17 2.65  0.02
N7 -1.99 -4.12 3.67  0.15
N8 -1.07 -2.12 4.39  0.16
H23 -1.49 -4.63 4.38  0.09
H24 -2.60 -4.61 3.05  0.10
H25 -0.97 -1.12 4.30  0.06
H26 -0.54 -2.59 5.10  0.09
C12 -4.48 -5.49 -4.73  -0.69
O10 -5.00 -5.90 -3.71  0.02
N9 -5.18 -5.32 -5.90  0.15
N10 -3.15 -5.16 -4.79  0.14
H27 -4.76 -4.98 -6.75  0.09
H28 -6.15 -5.55 -5.88  0.10
H29 -2.62 -5.27 -3.95  0.10
H30 -2.70 -4.82 -5.62  0.09

=====

2.
ORCA calculation (the ωB97M-V functional and the def2-TZVPD basis) on 3 unconnected molecules or ions with the total composition C27H61BN2O6P at a distorted geometry.

Properties
charge = -1
lowest unoccupied orbital energy = 2.339 eV

Last column: Löwdin charge in e.
Geometry (Å):
C1 0.95 -4.02 -2.24  0.09
C2 -0.08 -4.34 -1.70  -0.13
C3 -1.33 -4.20 -0.88  -0.19
C4 -2.24 -3.06 -1.43  -0.18
C5 -2.45 -1.89 -0.43  -0.11
C6 -1.63 -0.61 -0.71  -0.39
C7 -0.38 -0.76 -1.63  -0.25
O1 -0.84 -0.52 -2.93  -0.31
P1 -1.93 0.85 -2.87  0.58
C8 -0.55 2.12 -2.39  -0.29
O2 0.41 2.35 -3.43  -0.18
C9 1.58 1.60 -3.28  -0.22
C10 2.46 2.02 -2.10  -0.18
O3 3.62 1.19 -2.15  -0.14
C11 4.34 1.22 -0.95  -0.21
C12 5.24 -0.04 -0.85  -0.20
O4 5.76 -0.44 -2.09  -0.13
C13 5.00 -1.44 -2.74  -0.27
C14 5.87 -2.61 -3.26  -0.07
B1 -3.45 -0.14 -3.63  -0.51
C15 -3.36 -1.56 -4.36  -0.06
O5 -4.74 0.45 -3.58  0.01
O6 -2.34 0.49 -1.18  -0.28
H1 1.81 -3.75 -2.80  0.02
H2 -1.07 -4.03 0.16  0.08
H3 -1.81 -5.18 -0.92  0.10
H4 -1.86 -2.76 -2.40  0.09
H5 -3.22 -3.51 -1.61  0.10
H6 -2.18 -2.27 0.56  0.10
H7 -3.50 -1.60 -0.48  0.11
H8 -1.17 -0.37 0.27  0.13
H9 0.46 -0.11 -1.35  0.09
H10 0.03 -1.76 -1.44  0.09
H11 -1.61 1.15 -4.28  0.03
H12 -2.89 1.95 -2.74  0.00
H13 -0.11 1.89 -1.41  0.06
H14 -1.09 3.06 -2.26  0.07
H15 2.17 1.78 -4.19  0.13
H16 1.42 0.52 -3.23  0.11
H17 2.71 3.09 -2.16  0.13
H18 1.96 1.79 -1.16  0.10
H19 5.03 2.08 -0.96  0.12
H20 3.71 1.27 -0.05  0.12
H21 6.09 0.22 -0.21  0.12
H22 4.69 -0.83 -0.32  0.12
H23 4.52 -0.98 -3.61  0.11
H24 4.20 -1.86 -2.12  0.11
H25 5.73 -3.51 -2.66  0.06
H26 6.93 -2.36 -3.32  0.07
H27 5.55 -2.83 -4.28  0.07
H28 -3.82 -2.29 -3.69  0.05
H29 -3.99 -1.51 -5.27  0.05
H30 -2.35 -1.86 -4.63  0.04
H31 -4.97 0.82 -4.44  0.08
C16 -2.74 8.55 1.61  -0.10
C17 -1.96 7.27 1.31  -0.28
N1 -2.51 6.10 1.96  -0.20
C18 -1.63 4.95 1.94  -0.25
C19 -1.28 4.34 0.57  -0.09
C20 -3.91 5.82 1.68  -0.25
C21 -4.33 5.63 0.22  -0.08
H32 -2.84 8.71 2.68  0.08
H33 -2.21 9.41 1.19  0.07
H34 -3.73 8.54 1.16  0.06
H35 -0.94 7.42 1.68  0.12
H36 -1.88 7.15 0.22  0.10
H37 -2.04 4.17 2.58  0.11
H38 -0.69 5.25 2.42  0.10
H39 -2.12 3.78 0.16  0.06
H40 -0.45 3.64 0.68  0.07
H41 -0.97 5.10 -0.15  0.07
H42 -4.51 6.64 2.10  0.10
H43 -4.22 4.94 2.25  0.11
H44 -3.91 6.40 -0.44  0.07
H45 -5.41 5.70 0.13  0.07
H46 -4.04 4.66 -0.17  0.06
C22 1.55 -4.29 1.72  -0.09
C23 2.00 -3.98 3.14  -0.27
N2 0.90 -3.70 4.04  -0.20
C24 1.32 -3.11 5.30  -0.25
C25 2.19 -3.96 6.23  -0.09
C26 -0.12 -4.73 4.13  -0.25
C27 0.31 -6.14 4.55  -0.09
H47 0.91 -3.50 1.32  0.07
H48 2.42 -4.37 1.06  0.07
H49 1.01 -5.23 1.66  0.07
H50 2.64 -3.09 3.10  0.12
H51 2.64 -4.80 3.50  0.10
H52 0.43 -2.79 5.85  0.11
H53 1.86 -2.19 5.07  0.11
H54 1.62 -4.75 6.72  0.05
H55 2.60 -3.33 7.02  0.07
H56 3.04 -4.41 5.71  0.06
H57 -0.61 -4.80 3.16  0.10
H58 -0.91 -4.39 4.81  0.11
H59 1.21 -6.47 4.02  0.07
H60 -0.48 -6.85 4.31  0.07
H61 0.50 -6.21 5.62  0.05

=====

3.
ORCA calculation (the ωB97M-V functional and the def2-TZVPD basis) on a single C4H7P3 molecule at a distorted geometry.

Properties
lowest unoccupied orbital energy = -0.752 eV
relative energy (zero: lowest compared OMol25 entry of this formula, charge and spin) = 329.8 kJ/mol
SMILES = C=P/C=P/CP=C

Last column: Löwdin charge in e.
Geometry (Å):
C1 -1.69 -2.84 0.36  -0.40
C2 -0.35 3.75 0.02  -0.34
C3 0.75 -1.25 0.51  -0.63
C4 1.05 1.58 -1.03  -0.73
P1 -0.18 -2.91 1.09  0.83
P2 0.33 3.20 -1.44  0.74
P3 -0.06 0.38 -0.27  0.86
H1 -2.50 -3.55 0.51  -0.02
H2 -2.00 -1.92 -0.13  -0.04
H3 -1.05 4.51 0.02  -0.06
H4 -0.29 3.07 0.83  -0.06
H5 1.44 -1.78 -0.07  -0.04
H6 1.26 -0.79 1.25  -0.06
H7 2.05 1.40 -1.31  -0.05

=====

4.
ORCA calculation (the ωB97M-V functional and the def2-TZVPD basis) on 2 unconnected molecules or ions with the total composition C5H8O2.

Properties
lowest unoccupied orbital energy = 0.122 eV
relative energy (zero: lowest compared OMol25 entry of this formula, charge and spin) = 522.0 kJ/mol
SMILES = O[C@H]1CC2=C1C2.O

Last column: Löwdin charge in e.
Geometry (Å):
O1 2.48 0.34 -0.73  -0.01
C1 1.54 0.44 0.30  -0.34
C2 0.41 1.43 -0.05  -0.07
C3 -0.56 0.23 -0.01  -0.13
O2 -2.97 -1.03 1.28  -0.07
C4 -0.45 -1.01 -0.87  -0.03
C5 0.44 -0.65 0.26  -0.06
H1 2.99 -0.47 -0.58  0.11
H2 1.99 0.56 1.29  0.14
H3 0.18 2.22 0.66  0.11
H4 0.52 1.84 -1.05  0.12
H5 -3.19 -0.47 0.53  0.03
H6 -1.20 -1.76 -0.67  0.08
H7 -0.09 -0.97 -1.90  0.10
H8 -2.10 -0.70 1.53  0.01

=====

5.
ORCA calculation (the ωB97M-V functional and the def2-TZVPD basis) on a single CH4IP molecule at a distorted geometry.

Properties
lowest unoccupied orbital energy = -0.158 eV
relative energy (zero: lowest compared OMol25 entry of this formula, charge and spin) = 213.5 kJ/mol
SMILES = C=[PH2]I

Last column: Löwdin charge in e.
Geometry (Å):
C1 0.88 -0.73 0.53  -0.40
P1 -0.10 0.30 -0.30  0.27
I1 -2.42 1.20 -0.13  0.24
H1 0.14 -1.64 0.53  0.03
H2 1.20 -0.33 1.48  -0.02
H3 0.63 1.43 -0.56  -0.06
H4 -0.34 -0.23 -1.54  -0.07

=====

6.
ORCA calculation (the ωB97M-V functional and the def2-TZVPD basis) on 5 unconnected molecules or ions with the total composition C2H16NO4 at a distorted geometry.

Properties
charge = +2
lowest unoccupied orbital energy (alpha / beta) = -7.258 / -14.476 eV
2S+1 = 2
relative energy (zero: lowest compared OMol25 entry of this formula, charge and spin) = 12.0 kJ/mol
expectation value of S² = 0.7587

Last column: Löwdin charge in e.
Geometry (Å):
C1 0.74 -0.64 2.80  0.01
N1 0.67 0.03 1.47  -0.06
C2 -0.02 1.35 1.63  0.01
H1 1.22 -1.61 2.77  0.10
H2 1.30 -0.05 3.52  0.12
H3 -0.29 -0.72 3.15  0.11
H4 0.21 -0.46 0.71  0.11
H5 1.59 0.09 1.04  0.16
H6 -0.78 1.27 2.41  0.11
H7 -0.68 1.55 0.78  0.08
H8 0.67 2.16 1.84  0.12
H9 0.82 -0.69 -3.05  0.15
H10 0.53 0.29 -1.88  0.09
O1 1.23 -0.29 -2.25  0.26
H11 1.21 -2.89 0.45  0.09
H12 1.94 -2.07 -0.72  0.06
O2 1.57 -2.04 0.17  0.00
H13 -1.77 -1.03 -2.02  0.13
H14 -1.92 0.43 -1.71  0.07
O3 -1.34 -0.37 -1.44  0.10
H15 -3.32 2.31 -1.38  0.10
H16 -2.00 2.70 -2.08  0.09
O4 -2.51 1.95 -1.77  -0.01

=====

7.
ORCA calculation (the ωB97M-V functional and the def2-TZVPD basis) on a molecular structure, C29H28MnN5O7S.

Properties
lowest unoccupied orbital energy (alpha / beta) = -1.433 / -0.166 eV
2S+1 = 5
relative energy (zero: lowest compared OMol25 entry of this formula, charge and spin) = 52.3 kJ/mol
expectation value of S² = 6.1159

Last column: Löwdin charge in e.
Geometry (Å):
Mn1 -0.46 -0.90 0.46  1.08
C1 3.08 -0.16 2.31  -0.07
O1 2.66 -0.13 3.67  -0.06
C2 1.34 -0.08 3.98  -0.21
C3 1.04 0.46 5.22  0.01
C4 -0.27 0.54 5.70  -0.08
C5 -1.30 0.07 4.92  -0.06
C6 -1.03 -0.46 3.65  -0.16
C7 -2.14 -0.95 2.88  -0.03
N1 -2.06 -1.25 1.64  -0.07
N2 -3.13 -1.84 0.99  0.10
C8 -2.64 -2.42 -0.08  -0.46
O2 -1.37 -2.48 -0.34  -0.11
C9 -3.58 -3.02 -1.07  -0.15
C10 -3.08 -3.49 -2.27  -0.02
C11 -3.95 -3.99 -3.23  -0.07
C12 -5.32 -4.02 -2.99  -0.09
C13 -5.82 -3.54 -1.78  -0.09
C14 -4.96 -3.04 -0.82  -0.04
C15 0.29 -0.58 3.16  -0.25
O3 0.56 -1.18 2.01  -0.15
H1 4.15 0.05 2.35  0.09
H2 2.58 0.62 1.73  0.09
H3 2.90 -1.13 1.86  0.08
H4 1.87 0.82 5.81  0.12
H5 -0.46 0.95 6.68  0.10
H6 -2.32 0.12 5.26  0.11
H7 -3.11 -1.10 3.36  0.14
H8 -2.02 -3.44 -2.45  0.12
H9 -3.56 -4.36 -4.17  0.10
H10 -5.99 -4.42 -3.74  0.10
H11 -6.88 -3.57 -1.59  0.10
H12 -5.33 -2.67 0.12  0.10
C16 7.46 1.28 -1.32  -0.05
C17 5.99 1.00 -1.46  -0.27
C18 5.21 1.70 -2.38  -0.03
C19 3.86 1.43 -2.53  -0.05
C20 3.27 0.45 -1.75  -0.28
C21 4.03 -0.27 -0.84  -0.06
C22 5.37 0.01 -0.69  -0.03
S1 1.56 0.06 -1.94  0.59
O4 1.45 -1.34 -2.22  -0.28
O5 1.03 1.03 -2.87  -0.30
N3 0.93 0.26 -0.47  -0.18
C23 0.66 1.52 0.07  -0.38
C24 1.17 2.75 -0.33  0.00
C25 0.78 3.86 0.39  -0.05
C26 -0.11 3.74 1.47  -0.07
C27 -0.57 2.47 1.78  -0.11
N4 -0.20 1.40 1.09  0.07
H13 7.72 2.24 -1.75  0.07
H14 8.05 0.51 -1.83  0.09
H15 7.76 1.28 -0.27  0.08
H16 5.67 2.47 -2.98  0.11
H17 3.26 1.98 -3.24  0.11
H18 3.57 -1.06 -0.26  0.11
H19 5.97 -0.55 0.02  0.12
H20 1.84 2.84 -1.16  0.10
H21 1.16 4.83 0.11  0.11
H22 -0.42 4.59 2.04  0.10
H23 -1.25 2.30 2.60  0.11
N5 -4.64 1.23 -2.29  0.01
C28 -3.42 0.73 -2.92  -0.15
C29 -2.43 0.31 -1.87  -0.51
O6 -1.53 -0.46 -2.06  0.08
O7 -2.59 0.84 -0.66  0.09
H24 -5.19 1.79 -2.93  0.08
H25 -3.37 1.44 -0.69  0.11
H26 -5.22 0.46 -1.99  0.09
H27 -2.94 1.54 -3.47  0.14
H28 -3.55 -0.11 -3.61  0.13

=====

| no. | DFT total energy (a.u.) |
| --- | --- |
| 1 | -2099.95639 |
| 2 | -1992.34534 |
| 3 | -1180.49612 |
| 4 | -345.60615 |
| 5 | -679.46964 |
| 6 | -440.74305 |
| 7 | -3471.59471 |